[1]
Entry from OMol25: a structure of composition C27H71BNO7Rb at a distorted geometry (the ωB97M-V functional and the def2-TZVPD basis).

Summary:
* max |F|: 2.14 eV Å⁻¹
* energy relative to the best compared isomer or geometry (same formula, charge and spin): 0.0 kJ/mol
* multiplicity: 1
* LUMO level: -0.15 eV
* Kohn-Sham gap: 7.7 eV

Each line ends with the Mulliken charge.
Cartesian coordinates (Å):
Rb 1.917 -3.200 0.138  0.807
O -0.458 2.639 0.894  -0.566
O 3.406 -0.255 2.759  -0.600
O 1.513 0.748 -2.141  0.026
O -0.448 -0.844 -3.283  1.144
O -0.663 -3.406 -2.333  -0.564
O -0.543 -2.684 2.617  -0.472
O 3.004 -2.125 -2.397  -0.257
N -1.758 2.390 1.391  0.981
C 2.564 2.313 -3.609  -1.688
C -2.022 3.214 2.575  1.231
C -1.433 -3.135 -1.154  2.022
C -4.505 2.481 2.211  -0.957
C -1.266 -2.133 3.713  0.962
C -3.354 2.699 3.199  -0.953
C -1.674 -3.256 4.670  -1.671
C 5.105 0.746 4.057  -1.653
C -4.058 1.700 0.988  -1.099
C -2.955 3.388 -0.601  -1.673
C 3.826 1.015 3.288  0.868
C -0.614 -0.515 -4.650  0.707
C -0.981 2.940 3.634  -1.800
C -1.616 -4.549 -0.573  -1.633
C -1.222 -1.715 -5.383  -1.461
C 2.678 1.534 4.140  -0.684
C 3.371 -2.840 -3.585  0.585
C -2.113 4.742 2.300  -1.701
C 2.254 1.990 -2.166  0.903
C 4.096 -4.061 -3.037  -1.472
C -0.427 -1.125 4.512  -0.947
C 3.522 1.790 -1.358  -1.090
C -2.769 2.192 0.328  2.054
C 2.184 -3.234 -4.445  -0.834
C -1.485 0.745 -4.747  -1.606
C -2.269 1.009 -0.524  -2.377
C -2.729 -2.445 -1.538  -1.313
B 1.232 -0.286 0.683  2.994
H 3.208 1.622 -4.151  0.302
H -4.703 3.488 1.820  0.303
H 2.604 -1.248 -2.514  0.016
H -2.289 -4.023 4.189  0.375
H 1.628 -4.095 -4.069  0.311
H -3.016 0.846 -1.306  0.529
H -2.860 4.380 -0.159  0.342
H -3.925 0.654 1.283  0.355
H 2.969 3.327 -3.685  0.494
H -1.305 1.143 -1.017  0.133
H -2.179 0.086 0.050  0.130
H 1.475 0.430 -1.212  -0.345
H -1.337 5.029 1.595  0.236
H 2.199 -0.696 0.253  -0.405
H 3.431 -4.667 -2.418  0.262
H 2.945 2.438 4.699  0.458
H -3.307 -2.996 -2.286  0.388
H -1.228 3.442 4.568  0.508
H -3.676 3.390 3.980  0.416
H 5.885 0.369 3.397  0.387
H -5.314 2.044 2.791  0.444
H 4.932 -3.775 -2.398  0.358
H 1.359 0.815 1.019  -0.444
H -0.022 1.774 0.933  -0.050
H 0.404 -0.403 -0.124  -1.105
H -3.798 3.312 -1.286  0.371
H -1.065 1.492 -4.071  0.297
H -0.169 -1.870 2.234  0.053
H -3.110 4.813 1.863  0.401
H -2.485 0.542 -4.357  0.298
H 0.029 -0.150 -2.791  -0.419
H -1.264 -1.465 -6.444  0.454
H -0.471 -2.528 -2.722  0.141
H 4.035 -2.171 -4.139  0.280
H 1.555 -2.373 -4.662  -0.209
H 1.644 2.417 -4.196  0.325
H -4.815 1.714 0.200  0.473
H -2.155 -2.933 5.590  0.384
H 4.027 1.655 2.423  0.111
H -2.147 -5.233 -1.238  0.416
H 2.739 -0.126 2.067  0.269
H -0.782 -3.834 4.937  0.369
H 5.005 0.068 4.902  0.347
H -2.067 5.294 3.234  0.468
H 5.445 1.727 4.408  0.397
H -0.848 -2.486 -0.491  -0.774
H -2.627 -1.430 -1.905  0.043
H -2.137 -4.601 0.383  0.311
H -1.112 -0.448 5.033  0.420
H 0.095 -0.426 3.851  -0.036
H -0.870 1.869 3.818  0.074
H -2.163 -1.617 3.357  -0.048
H -0.619 -2.611 -5.260  0.258
H -0.625 -5.003 -0.481  0.300
H 0.271 -1.557 5.226  0.330
H 0.345 -0.242 -5.113  0.296
H -3.409 -2.493 -0.678  0.420
H 3.290 1.788 -0.293  0.156
H 2.560 -3.625 -5.397  0.463
H 4.292 2.544 -1.542  0.462
H 2.403 0.789 4.889  0.216
H -1.523 1.050 -5.793  0.429
H 0.914 -0.889 1.591  -0.954
H -3.197 1.716 3.658  0.261
H -2.228 -1.889 -5.000  0.316
H 4.486 -4.676 -3.849  0.397
H 4.027 0.857 -1.620  0.147
H -2.058 3.412 -1.236  0.339
H -0.004 3.260 3.263  0.417
H 1.622 2.769 -1.734  0.168
H 1.777 1.744 3.565  -0.245

***

[2]
Entry from OMol25: a cluster of 9 separate species, C27H72O9 in total at a distorted geometry (the ωB97M-V functional and the def2-TZVPD basis).

Summary:
* max |F|: 2.63 eV Å⁻¹
* energy relative to the best compared isomer or geometry (same formula, charge and spin): 235.1 kJ/mol
* total charge: +1
* multiplicity: 2
* LUMO level (alpha / beta): -2.56 / -9.03 eV
* Kohn-Sham gap (alpha / beta): 9.0 / 2.5 eV

Each line ends with the Mulliken charge.
Cartesian coordinates (Å):
O -2.414 -5.257 -0.060  -0.500
O -4.488 0.100 -1.867  -0.480
O -2.200 0.634 -4.101  -0.495
O 2.994 1.346 1.288  0.151
O 2.932 5.061 -1.462  -0.586
O -1.621 1.012 4.566  -0.253
O 0.384 0.484 1.335  -0.506
O 3.217 -2.267 -4.952  -0.516
O -3.003 -1.280 5.036  -0.568
C -1.131 1.507 -0.270  -0.368
C -1.183 1.095 -5.020  0.208
C -0.340 0.283 0.087  2.539
C 4.217 2.255 3.194  -1.432
C -4.605 -2.657 4.067  -1.422
C -2.618 -1.678 2.650  -0.521
C -4.932 0.300 0.519  -0.530
C -0.058 0.077 -5.011  -0.661
C -3.109 -2.256 4.003  0.391
C -1.987 1.275 6.883  -1.223
C 4.643 -0.021 2.199  -1.327
C 0.632 -0.175 -0.910  -2.007
C 2.594 3.492 -3.229  -1.349
C 4.209 -2.895 -2.875  -1.363
C -0.739 2.579 -4.718  -1.076
C 4.215 3.165 -1.396  -1.007
C 3.606 1.042 2.501  1.244
C -1.455 -4.873 -1.039  0.422
C -1.054 -3.517 -0.457  -0.976
C 0.366 0.465 5.855  -0.937
C -0.890 1.366 5.767  0.235
C 4.172 -1.839 -4.027  0.365
C -0.293 -5.793 -1.254  -1.370
C 3.920 -0.367 -3.623  -0.868
C -5.287 0.784 -0.885  0.453
C 2.824 3.696 -1.725  0.945
C -4.935 2.246 -1.255  -1.211
H 4.467 2.065 4.238  0.457
H 0.738 0.544 -5.591  0.334
H 2.602 2.453 -3.559  0.268
H 4.239 -0.938 1.770  0.405
H -1.644 1.095 -6.008  0.343
H -0.134 2.558 -3.812  0.104
H 2.020 3.284 -1.115  -0.101
H 3.232 5.030 -0.550  0.363
H -2.033 0.225 7.172  0.260
H -1.836 -4.737 -2.051  0.226
H -3.873 2.485 -1.200  0.137
H -0.450 2.330 -0.486  0.069
H -0.283 -0.831 -5.571  0.372
H -0.662 -3.642 0.552  0.363
H -0.492 2.377 5.682  0.417
H -4.751 0.383 -2.746  0.279
H -1.791 -0.997 2.848  -0.015
H -0.609 -6.602 -1.912  0.400
H -1.712 1.881 7.746  0.410
H -1.893 1.768 0.464  0.392
H -5.337 2.367 -2.261  0.461
H 4.571 0.063 -2.863  0.418
H 0.243 -0.214 -4.004  -0.141
H 3.378 3.896 -3.869  0.435
H 1.349 0.529 -1.333  0.218
H 0.057 -0.324 -1.824  0.510
H -3.883 0.556 0.664  -0.425
H -1.424 1.413 -1.316  -0.527
H 4.308 -3.953 -3.117  0.467
H 3.471 3.048 3.245  0.396
H -5.276 -1.815 4.235  0.311
H 5.326 0.394 1.458  0.350
H -0.140 3.016 -5.517  0.469
H 0.291 -6.100 -0.386  0.354
H 0.420 -5.259 -1.882  0.284
H -1.852 0.828 -3.227  0.067
H 4.910 3.738 -2.010  0.447
H 5.065 -1.929 -4.645  0.186
H -1.657 3.161 -4.803  0.329
H -4.947 -0.771 0.725  0.430
H -1.848 -2.777 -0.354  0.109
H 4.143 0.307 -4.450  0.445
H 0.175 -0.595 6.021  0.328
H 2.954 -0.175 -3.156  -0.087
H -0.155 0.593 2.122  0.101
H -2.540 -3.116 4.357  0.240
H -2.161 1.720 4.208  0.184
H 5.152 2.596 2.749  0.353
H 4.502 3.456 -0.385  0.360
H -5.502 0.896 1.232  0.304
H 4.256 2.083 -1.518  -0.058
H -4.922 -3.258 3.214  0.325
H -2.765 -6.108 -0.331  0.318
H -0.386 -2.946 -1.102  0.338
H -3.313 -0.936 2.256  0.142
H -2.928 1.810 6.752  0.367
H 5.008 -2.688 -2.163  0.301
H 2.184 0.859 1.123  0.211
H 1.203 -1.061 -0.632  0.444
H -1.057 -0.524 0.242  -0.806
H -6.338 0.594 -1.102  0.279
H -2.257 -0.685 4.932  0.188
H -2.371 -2.306 1.793  0.315
H 3.220 -3.224 -4.883  0.304
H 1.736 4.060 -3.587  0.327
H -5.368 2.985 -0.582  0.378
H -4.551 -3.251 4.979  0.430
H 1.118 0.864 6.536  0.436
H 5.266 -0.151 3.085  0.403
H 2.860 0.618 3.173  -0.181
H 3.249 -2.801 -2.366  0.323
H 0.846 0.395 4.879  -0.047

***

Among the records above, which one has the lowest multiplicity?
C27H71BNO7Rb

***

What is the max |F| in the first record?
2.14 eV Å⁻¹

***

What is the formula in the first record?
C27H71BNO7Rb